Formula: C3H3NiO3
Source: the OMol25 dataset
Level of theory: ωB97M-V with the def2-TZVPD basis set

XYZ file:
```
10
Properties=species:S:1:pos:R:3
O -0.11140 -0.66814 1.76760
Ni -1.98230 -0.71355 0.87464
O 0.32337 1.45862 1.90796
C 0.47499 0.32108 2.00396
O 1.30436 -0.45288 -0.87668
C 1.22988 -0.66776 -1.98869
H 1.10440 -0.65651 -3.70568
C 1.04913 0.32530 -2.98610
H 0.00790 0.67682 -3.00526
H 1.92549 0.98503 -3.05047
```

Results
- E: -1848.5306 hartree
- HOMO (spin up / spin down): -25.5 / -25.5 eV
- LUMO energy (spin up / spin down): -17.8 / -20.0 eV
- Charge: +3
- Kohn-Sham gap (spin up / spin down): 0.28027 / 0.20138 Eh
- ΔE to the lowest compared entry with this formula, charge and spin: 0.0 kJ/mol
- Multiplicity: 3


Formula: C3H6N2O2
Source: the OMol25 dataset
Level of theory: ωB97M-V with the def2-TZVPD basis set

XYZ file:
```
13
Properties=species:S:1:pos:R:3
C -0.43535 0.81021 -0.42373
C -1.12749 -1.97852 0.61244
C 0.70136 0.10164 -0.20908
O -0.83925 -1.25587 -0.54718
N 0.86360 2.57115 -0.77992
N 2.01313 2.64782 -0.53109
O 1.80447 -0.11129 0.09011
H 2.48836 1.80252 -0.07659
H -0.88923 0.80860 -1.40383
H -0.95721 1.22169 0.42987
H -1.02384 -3.05636 0.42089
H -0.44194 -1.74952 1.45145
H -2.15662 -1.81207 0.96665
```

Results
- E: -377.6785 hartree
- HOMO (spin up / spin down): -7.7 / -8.0 eV
- LUMO energy (spin up / spin down): -0.1 / 0.2 eV
- Kohn-Sham gap (spin up / spin down): 0.27844 / 0.29919 Eh
- ΔE to the lowest compared entry with this formula, charge and spin: 737.4 kJ/mol
- Multiplicity: 1